Record 1
A structure of composition C17H17F9N2OPb, computed with ωB97M-V/def2-TZVPD.

Geometry as XYZ:
```
47
Properties=species:S:1:pos:R:3:mulliken_charge:R:1
C -2.944 -1.190 0.753 -1.170
C -3.651 1.866 -1.961 -0.977
H -2.815 -2.240 0.443 0.391
H -3.981 -0.947 0.460 0.546
H -2.943 -1.004 1.830 0.454
H -3.771 1.643 -3.030 0.399
H -4.509 1.363 -1.496 0.431
H -3.808 2.921 -1.679 0.362
C 0.156 -2.699 -0.495 -0.031
C 1.116 -3.725 -0.410 -0.818
C 2.386 -3.487 -0.945 -0.593
C 2.641 -2.247 -1.523 -0.616
H -0.831 -2.817 -0.054 0.248
H 0.845 -4.653 0.075 0.456
H 3.167 -4.244 -0.901 0.454
H 3.623 -1.989 -1.923 0.284
N 0.373 -1.552 -1.126 0.075
C 1.605 -1.283 -1.585 0.623
C 1.842 0.085 -2.115 0.527
N 0.859 0.986 -1.948 0.070
C 1.056 2.243 -2.340 0.033
C 3.262 1.742 -3.175 -0.507
C 2.241 2.678 -2.972 -0.857
H 0.239 2.937 -2.148 0.234
H 2.325 3.715 -3.273 0.422
C 3.061 0.430 -2.742 -0.669
H 3.818 -0.341 -2.875 0.324
H 4.193 2.016 -3.657 0.458
Pb -2.335 0.441 -0.658 1.378
C -1.495 2.457 -0.041 -1.394
H -1.580 3.188 -0.859 0.636
H -0.440 2.344 0.234 0.352
H -2.042 2.844 0.830 0.555
F -1.664 1.834 3.057 -0.210
C -1.346 0.581 3.472 0.515
F -0.885 0.676 4.746 -0.164
F -2.512 -0.130 3.542 -0.278
C -0.300 -0.081 2.429 0.232
O -0.616 -0.004 1.158 0.038
C 1.094 0.675 2.661 0.361
F 1.637 0.478 3.896 -0.173
F 2.008 0.252 1.750 -0.148
F 0.943 2.016 2.492 -0.206
C -0.062 -1.580 2.926 0.575
F 0.076 -1.724 4.269 -0.191
F -1.098 -2.375 2.553 -0.235
F 1.060 -2.098 2.356 -0.197
```

Results
LUMO energy (alpha / beta), eV: -10.91 / -11.27
Highest occupied orbital energy (alpha / beta), eV: -14.448 / -14.459
Frontier orbital gap (alpha / beta), eV: 3.5 / 3.2
Total charge: +2

Record 2
The molecule C17H17FN2O, computed with ωB97M-V/def2-TZVPD.

Geometry as XYZ:
```
38
Properties=species:S:1:pos:R:3:mulliken_charge:R:1
O 2.510 0.562 -0.170 -0.701
C 1.491 1.025 0.307 0.086
N 1.423 1.401 1.654 -0.151
C 0.414 0.800 2.524 -1.176
C 0.562 -0.701 2.567 0.477
C 1.414 -1.301 3.486 -0.434
C 1.614 -2.670 3.478 -0.624
C 0.955 -3.429 2.529 0.377
F 1.141 -4.766 2.515 -0.329
C 0.106 -2.860 1.598 -0.738
C -0.084 -1.491 1.624 -0.011
N 0.371 1.235 -0.435 0.581
C -0.640 2.211 -0.092 -0.781
C -0.997 3.066 -1.313 -1.080
C -1.534 2.149 -2.367 0.745
C -2.698 2.390 -3.079 -0.839
C -3.147 1.465 -4.006 -0.571
C -2.443 0.290 -4.211 -0.604
C -1.286 0.040 -3.493 -0.858
C -0.825 0.968 -2.572 0.912
C 0.450 0.770 -1.817 -1.050
H 2.349 1.274 2.052 0.384
H 0.551 1.231 3.519 0.543
H -0.580 1.065 2.164 0.295
H 1.925 -0.694 4.219 0.381
H 2.271 -3.147 4.187 0.415
H -0.390 -3.484 0.871 0.442
H -0.741 -1.032 0.900 0.349
H -0.253 2.839 0.714 0.588
H -1.556 1.708 0.251 0.257
H -1.730 3.824 -1.034 0.432
H -0.096 3.571 -1.673 0.332
H -3.249 3.304 -2.911 0.397
H -4.051 1.658 -4.565 0.391
H -2.797 -0.434 -4.929 0.395
H -0.736 -0.876 -3.651 0.422
H 1.261 1.310 -2.330 0.332
H 0.740 -0.285 -1.798 0.415
```

Results
LUMO energy, eV: 0.75
Highest occupied orbital energy, eV: -9.074
Frontier orbital gap, eV: 9.8
Structure (SMILES): O=C(NCc1ccc(F)cc1)N1CCc2ccccc2C1

Record 3
A structure of composition C17H17IN6O5S2Ti, computed with ωB97M-V/def2-TZVPD.

Geometry as XYZ:
```
49
Properties=species:S:1:pos:R:3:mulliken_charge:R:1
Ti 0.069 0.182 -0.228 0.154
C -1.962 -1.670 -3.019 -1.391
C -0.538 -1.886 -2.662 0.312
N 0.152 -1.265 -1.716 0.695
C 1.423 -1.827 -1.690 0.704
C 1.508 -2.786 -2.657 0.214
N 0.259 -2.794 -3.249 -0.039
C 2.664 -3.683 -2.997 0.311
O 2.627 -4.324 -4.171 -0.470
O 3.579 -3.794 -2.248 -0.418
C 2.272 -1.382 -0.545 -0.145
O 3.182 -1.992 -0.075 -0.521
O 1.787 -0.239 -0.035 -0.583
H -2.494 -1.236 -2.179 0.217
H -2.436 -2.613 -3.290 0.492
H -2.048 -0.992 -3.871 0.307
H -0.052 -3.418 -3.976 0.257
H 1.945 -4.064 -4.796 0.314
O -1.491 0.556 0.638 -0.361
N -2.465 1.426 0.325 0.333
C -3.432 1.687 1.232 -0.263
C -4.444 2.546 0.917 -0.775
C -4.467 3.140 -0.353 -0.192
C -3.477 2.848 -1.261 -0.864
C -2.450 1.964 -0.917 0.717
S -1.163 1.486 -1.942 -0.293
H -3.351 1.171 2.177 0.478
H -5.213 2.754 1.646 0.453
H -5.266 3.819 -0.618 0.437
H -3.458 3.279 -2.252 0.470
N 1.953 -2.577 2.535 -0.346
C 0.890 -1.810 2.487 0.915
N 0.655 -0.937 3.471 -0.402
S -0.256 -1.960 1.200 -0.412
H 2.617 -2.528 3.295 0.203
H 2.223 -3.119 1.729 0.213
H 1.211 -0.936 4.313 0.231
H -0.271 -0.555 3.536 0.226
I 2.238 1.974 -2.185 0.245
C 1.696 2.768 -0.314 0.339
C 2.259 3.967 0.085 -0.629
C 1.912 4.480 1.324 -0.256
C 1.022 3.772 2.121 -1.010
C 0.502 2.590 1.643 -0.039
N 0.820 2.088 0.437 0.416
H 2.952 4.478 -0.567 0.446
H 2.333 5.418 1.660 0.430
H 0.732 4.137 3.096 0.452
H -0.199 2.015 2.233 0.429
```

Results
LUMO energy, eV: -6.83
Highest occupied orbital energy, eV: -14.445
Frontier orbital gap, eV: 7.6
Total charge: +2

Record 4
A structure of composition C17H17N10O2S4Ta, computed with ωB97M-V/def2-TZVPD.

Geometry as XYZ:
```
51
Properties=species:S:1:pos:R:3:mulliken_charge:R:1
Ta 0.036 -0.199 -0.091 0.790
N -0.708 -2.353 -0.555 -0.922
N -0.355 -3.391 0.331 -0.264
C 0.663 -3.241 1.189 0.934
N 0.999 -4.256 1.956 -0.390
S 1.530 -1.766 1.281 -0.380
H -1.731 -2.323 -0.572 0.445
H -0.395 -2.577 -1.510 0.453
H -0.843 -4.271 0.221 0.247
H 0.536 -5.154 1.923 0.228
H 1.752 -4.152 2.621 0.240
N 0.170 -1.488 -3.234 -0.435
C 1.424 -1.074 -2.845 0.526
N 2.435 -1.334 -3.620 -0.599
C 3.638 -0.883 -3.209 0.264
N 4.701 -1.189 -3.910 -0.259
N 3.803 -0.078 -2.117 -0.623
C 2.751 0.102 -1.394 -0.055
N 1.518 -0.451 -1.633 0.271
C 2.836 0.976 -0.203 1.354
C 3.973 1.682 0.122 -0.604
C 3.954 2.487 1.255 -0.616
C 2.806 2.540 2.033 -0.872
C 1.710 1.787 1.660 -0.058
N 1.717 1.030 0.552 0.137
H 0.183 -1.904 -4.159 0.288
H -0.543 -0.770 -3.158 0.226
H 4.614 -1.755 -4.741 0.279
H 5.606 -0.830 -3.645 0.270
H 4.847 1.598 -0.508 0.602
H 4.829 3.059 1.531 0.505
H 2.759 3.148 2.926 0.468
H 0.804 1.774 2.255 0.511
S 0.639 2.403 -2.496 -0.040
C -0.351 1.682 -1.453 -0.084
O -3.095 -1.791 1.168 -0.623
S -2.537 -0.492 1.320 1.285
O -1.181 -0.438 1.924 -0.619
N -2.079 0.233 -0.116 -0.496
C -2.632 1.448 -0.217 0.683
S -1.918 2.570 -1.245 -0.148
C -3.682 1.706 0.764 0.456
C -4.569 2.769 0.833 -0.783
C -5.456 2.811 1.905 -0.646
C -5.449 1.829 2.890 -0.638
C -4.558 0.755 2.840 -0.742
C -3.690 0.730 1.773 0.564
H -4.589 3.536 0.069 0.456
H -6.166 3.624 1.972 0.445
H -6.151 1.892 3.711 0.454
H -4.558 -0.011 3.604 0.515
```

Results
LUMO energy (alpha / beta), eV: -10.37 / -10.36
Multiplicity: 2
Highest occupied orbital energy (alpha / beta), eV: -16.791 / -16.769
Frontier orbital gap (alpha / beta), eV: 6.4 / 6.4
Total charge: +3

Record 5
The molecule C17H17N3O3, computed with ωB97M-V/def2-TZVPD.

Geometry as XYZ:
```
40
Properties=species:S:1:pos:R:3:mulliken_charge:R:1
C 4.435 -1.980 4.077 -1.116
C 4.132 -1.568 2.678 0.699
N 4.591 -2.179 1.616 -0.479
O 4.101 -1.407 0.525 -0.145
C 3.354 -0.407 1.126 0.804
C 2.621 0.698 0.401 -1.571
C 1.152 0.367 0.177 0.078
C 0.771 -0.468 -0.864 1.280
C 1.505 -1.168 -1.920 -0.493
C 0.551 -1.753 -2.704 -0.731
O -0.710 -1.509 -2.173 -0.506
C -0.584 -0.637 -1.112 -0.346
C -1.558 0.073 -0.371 0.387
C -3.018 -0.076 -0.708 -1.824
C -3.507 1.040 -1.697 0.312
C -2.901 0.945 -3.103 -1.404
N -4.930 0.775 -1.878 -0.701
C -1.137 0.837 0.715 1.129
C -1.840 1.613 1.693 -0.730
C -0.849 2.155 2.461 -0.630
O 0.391 1.821 2.018 -0.486
C 0.197 0.970 0.977 0.339
N 3.331 -0.497 2.418 -0.493
H 5.340 -1.492 4.370 0.258
H 4.591 -3.027 4.123 0.364
H 3.646 -1.669 4.754 0.306
H 2.736 1.608 0.968 0.419
H 3.064 0.908 -0.565 0.487
H 2.589 -1.233 -2.047 0.484
H 0.765 -2.375 -3.585 0.430
H -3.651 -0.032 0.159 0.549
H -3.232 -1.055 -1.204 0.373
H -3.330 2.028 -1.269 0.386
H -1.870 1.286 -3.036 0.339
H -2.921 -0.039 -3.599 0.252
H -3.464 1.604 -3.803 0.440
H -5.367 1.531 -2.374 0.284
H -5.010 -0.046 -2.460 0.275
H -2.923 1.667 1.867 0.469
H -1.063 2.695 3.352 0.511
```

Results
LUMO energy, eV: 0.56
Highest occupied orbital energy, eV: -7.961
Frontier orbital gap, eV: 8.5
Structure (SMILES): Cc1noc(Cc2c3ccoc3c(C[C@@H](C)N)c3ccoc23)n1

The evaluated max |F| for the records listed, in turn: 0.0671, 0.0098, 0.0460, 0.0025, 0.0476 Eh/bohr.